93
Properties=species:S:1:pos:R:3:mulliken_charge:R:1 method="wB97M-V/def2-TZVPD" total_charge=-1 total_energy_ev=-1182739.8138
C -3.56 0.41 0.74 -0.7799
C -3.72 1.28 2.00 -0.2024
C -2.42 1.54 2.72 0.5076
O -2.03 2.61 3.02 -0.5472
O -1.75 0.40 3.08 -0.4602
C -0.62 0.07 2.21 -0.2035
C 0.72 0.35 2.89 0.6897
S 1.94 1.35 2.01 0.9246
O 3.15 0.54 2.07 -0.7937
O 2.03 2.62 2.70 -0.7348
N 1.33 1.43 0.53 -0.1848
S 1.98 2.48 -0.48 0.9279
O 1.76 3.87 -0.14 -0.5902
O 3.32 2.14 -0.88 -0.7003
C 0.89 2.21 -1.90 0.0154
C 0.50 0.76 -2.08 -0.1603
O 1.19 -0.06 -2.60 -0.5607
H -2.80 0.84 0.08 0.0933
H -3.26 -0.61 0.98 0.2806
H -4.50 0.40 0.17 0.3374
H -4.12 2.26 1.71 0.2386
H -4.43 0.81 2.69 0.2739
H -0.73 -1.01 2.00 0.2247
H -0.71 0.60 1.26 0.2704
H 0.52 0.88 3.83 0.4349
H 1.23 -0.59 3.13 -0.9613
H 0.00 2.81 -1.68 -0.1869
H 1.43 2.56 -2.79 0.5121
H -0.53 0.50 -1.75 0.1982
Br 1.60 -2.30 0.25 -0.1579
C 3.37 -2.31 1.04 -0.4856
C 3.50 -3.35 2.12 -0.4540
Br 2.56 -2.80 3.74 -0.2004
H 3.53 -1.30 1.41 0.2455
H 4.06 -2.52 0.22 0.3919
H 4.54 -3.47 2.41 0.3906
H 3.09 -4.32 1.84 0.3227
Br 7.13 -5.57 4.95 -0.1429
C 5.22 -5.25 5.18 -0.0730
C 4.41 -6.48 4.90 -0.5950
Br 4.27 -6.85 2.99 -0.1340
H 4.96 -4.42 4.53 -0.1186
H 5.10 -4.94 6.22 0.2381
H 3.38 -6.33 5.24 0.3587
H 4.82 -7.37 5.36 0.4672
Br 0.97 -0.87 6.47 -0.1606
C 2.65 -0.14 7.12 -0.5785
C 3.79 -1.09 6.89 -0.2798
Br 3.79 -2.58 8.13 -0.1828
H 2.50 0.10 8.17 0.4098
H 2.81 0.77 6.55 0.3462
H 4.74 -0.58 7.04 0.4035
H 3.77 -1.52 5.89 0.0191
Br -2.51 0.61 -3.23 -0.0177
C -4.28 1.20 -3.82 -0.2588
C -4.40 2.71 -3.82 -0.4320
Br -4.66 3.43 -2.03 -0.1527
H -5.01 0.73 -3.17 0.0604
H -4.38 0.82 -4.83 0.3018
H -5.28 3.02 -4.37 0.3141
H -3.52 3.19 -4.23 0.3018
Br -6.08 -2.26 -3.48 -0.1256
C -7.83 -1.68 -4.07 -0.5647
C -7.96 -0.18 -4.08 -0.4673
Br -8.17 0.54 -2.29 -0.1024
H -8.56 -2.15 -3.42 0.3728
H -7.94 -2.07 -5.08 0.3435
H -8.85 0.13 -4.62 0.3750
H -7.09 0.30 -4.51 0.1801
Br 6.45 -5.36 -0.92 -0.1310
C 6.26 -7.11 -0.11 -0.2984
C 6.35 -8.22 -1.13 -0.5695
Br 4.73 -8.37 -2.20 -0.1424
H 5.31 -7.10 0.41 -0.0434
H 7.07 -7.19 0.61 0.4016
H 6.46 -9.18 -0.62 0.3546
H 7.17 -8.08 -1.82 0.3773
Br -1.83 5.12 -0.81 -0.0996
C -0.17 6.13 -0.82 -0.5622
C -0.41 7.61 -0.71 -0.6200
Br -1.07 8.38 -2.38 -0.1974
H 0.36 5.86 -1.73 0.3953
H 0.39 5.76 0.03 0.3232
H 0.52 8.13 -0.50 0.4088
H -1.15 7.85 0.05 0.3772
Br -4.60 3.06 -7.31 -0.1386
C -4.16 4.95 -7.37 -0.6073
C -2.78 5.18 -7.92 -0.5783
Br -1.41 4.71 -6.62 -0.1084
H -4.26 5.32 -6.35 0.3612
H -4.91 5.41 -8.00 0.3743
H -2.63 6.24 -8.14 0.3386
H -2.59 4.59 -8.81 0.3627